(a)
11
Properties=species:S:1:pos:R:3 method="wB97M-V/def2-TZVPD" smiles="C=C(Cl)CC=S" total_charge=0 multiplicity=1 homo_energy_ev=-8.90
C 0.08 -0.56 -0.57
C 0.94 -1.59 -0.43
C -0.50 0.09 0.50
C -0.20 1.57 0.40
H 1.18 -1.95 0.70
H 1.43 -1.97 -1.33
H -0.38 -0.39 1.37
H -1.58 0.05 0.45
H 0.75 1.88 0.01
S -1.20 2.78 0.94
Cl -0.53 0.08 -2.04


(b)
11
Properties=species:S:1:pos:R:3 method="wB97M-V/def2-TZVPD" smiles="C=C(Cl)CC=S" total_charge=0 multiplicity=1 homo_energy_ev=-8.86
C 1.20 0.50 0.16
C 2.06 1.14 -0.61
C -0.06 0.91 0.88
C -1.27 0.84 -0.04
H 2.11 2.23 -0.62
H 2.65 0.56 -1.35
H -0.08 2.01 1.10
H -0.20 0.32 1.74
H -1.27 1.85 -0.69
S -2.29 -0.36 -0.25
Cl 1.29 -1.27 0.08


Most stable to least stable, the ends of the list are (b) and (a).